C32H62N6O6S6 | the ωB97M-V functional and the def2-TZVPD basis

```
112
Properties=species:S:1:pos:R:3:forces:R:3
C 5.09470 2.95599 3.40102 0.5 0.6 -0.3
S 6.69844 2.96858 2.47855 0.9 -0.8 2.1
O 7.35906 1.61221 2.66005 -0.8 1.4 -0.3
C 7.56853 4.10932 3.73335 -0.3 0.1 -0.6
H 5.19886 2.72032 4.46013 0.3 -0.4 -0.2
H 4.37375 2.30726 2.90354 0.2 0.0 0.0
H 4.75660 3.99136 3.35864 -0.2 0.1 -0.2
H 8.65259 4.03535 3.64707 -0.1 -0.6 -0.2
H 7.25506 3.92225 4.76041 0.0 -0.4 -0.2
H 7.38062 5.16112 3.51766 -0.5 0.0 -0.2
C 2.13509 4.49582 -5.36549 -0.5 1.1 0.8
S 1.56269 6.29101 -5.00892 -1.3 -0.8 0.7
O 0.05012 6.39399 -5.14337 1.6 -0.4 -0.2
C 1.81349 6.18640 -3.17689 0.1 -0.4 -0.2
H 1.88484 4.14502 -6.36670 -0.4 0.3 0.2
H 1.64332 3.94715 -4.56223 0.0 -0.4 -0.3
H 3.21835 4.44588 -5.25529 0.0 0.2 0.2
H 1.12760 5.49601 -2.68595 -0.3 -0.3 -0.6
H 1.60536 7.13717 -2.68617 0.3 0.2 -0.5
H 2.81619 5.81459 -2.96607 0.2 0.3 0.0
C -2.74637 1.54819 -7.72056 -0.5 -0.8 0.2
S -2.98375 -0.21799 -8.26761 -1.8 -1.0 0.3
O -4.20688 -0.90147 -7.57740 2.4 2.0 -1.3
C -3.55591 0.23181 -9.96368 -0.4 0.4 0.5
H -3.70192 2.06962 -7.66445 0.0 -0.1 -0.1
H -2.06957 2.07196 -8.39561 0.0 -0.2 -0.1
H -2.30845 1.47835 -6.72484 0.0 0.1 -0.1
H -4.35232 0.94887 -9.76455 -0.1 0.0 -0.2
H -3.98496 -0.59355 -10.53183 0.3 -0.3 0.5
H -2.78231 0.71673 -10.55909 0.2 -0.1 0.2
C 0.75720 -2.11791 8.65277 0.4 -0.5 -0.2
S 1.08347 -0.40311 8.18425 -0.4 -0.1 -2.5
O 0.85846 -0.36328 6.63763 0.2 0.0 2.9
C -0.38340 0.33606 8.99099 0.5 -0.6 0.1
H -0.04104 -2.49871 8.01565 -0.5 0.3 0.4
H 0.65504 -2.25352 9.72946 -0.6 0.3 0.0
H 1.58928 -2.77481 8.39934 0.4 0.5 -0.2
H -0.25093 0.28120 10.07152 0.2 -0.1 0.1
H -1.25305 -0.27312 8.74460 -0.1 0.5 -0.3
H -0.40306 1.39350 8.72728 -0.3 -0.3 -0.3
C -0.95626 4.65237 4.88085 0.1 1.1 -0.1
S -1.04473 5.80516 3.44627 1.5 -1.4 -0.2
O -0.09741 5.12728 2.43458 -2.0 1.0 1.0
C -2.81715 5.53711 3.04750 0.7 -1.2 -0.3
H -1.56677 5.10285 5.66345 -0.2 -0.4 0.1
H 0.07605 4.69364 5.22831 0.0 0.0 -0.2
H -1.19830 3.62046 4.62651 -0.3 0.2 -0.1
H -2.96994 5.94404 2.04792 -0.2 0.1 0.2
H -3.52750 5.86678 3.80568 0.4 0.6 0.0
H -2.93699 4.45398 3.02400 0.0 -0.1 -0.4
C -3.19134 -2.62235 4.34639 0.2 0.9 0.4
S -4.71459 -1.64083 4.75799 0.2 0.9 1.7
O -4.64942 -0.97963 6.16817 0.4 -1.4 -2.8
C -4.40196 -0.29019 3.55547 -0.1 -0.3 0.0
H -3.25525 -2.91882 3.29943 -0.2 -0.1 0.1
H -3.02460 -3.48001 4.99810 -0.5 0.0 0.0
H -2.32139 -1.97581 4.46159 0.0 0.2 0.0
H -4.41993 -0.63180 2.52054 0.1 -0.5 0.1
H -3.43657 0.17868 3.74597 -0.2 0.1 0.2
H -5.24250 0.39974 3.63022 0.2 0.1 0.4
C 2.43611 -6.51501 0.08916 0.7 0.1 -0.4
C 1.24073 -7.07647 0.67818 -2.6 -0.9 1.4
N 0.27460 -7.52789 1.16253 2.3 1.0 -1.2
H 3.20272 -7.28956 0.06680 0.0 0.0 -0.1
H 2.85189 -5.66155 0.62472 -0.3 -0.1 0.3
H 2.25063 -6.15838 -0.92401 -0.1 -0.2 0.0
C -3.89905 -6.75046 -3.51448 0.0 0.5 -0.4
C -4.52695 -6.76505 -4.86881 0.5 -0.1 1.4
N -5.03650 -6.69360 -5.89234 0.0 -0.1 -0.2
H -2.86400 -7.09217 -3.51041 -0.2 -0.2 -0.3
H -4.44978 -7.28146 -2.73806 -0.2 -0.2 -0.4
H -3.84502 -5.71153 -3.18921 -0.1 0.1 -0.1
N -4.17444 6.14960 -2.92781 -0.5 0.0 -0.2
C -5.22040 6.95544 -2.53236 0.0 -1.6 0.4
C -6.10119 6.13310 -1.84514 0.2 1.5 -0.5
C -5.60291 4.79537 -1.85271 -0.5 0.9 -0.1
C -4.43140 4.83378 -2.56016 0.6 0.5 -0.1
H -3.46117 6.49310 -3.55498 0.1 -0.5 0.2
H -5.27993 8.00037 -2.79877 0.1 -0.1 0.1
H -6.98364 6.61124 -1.44630 -0.2 -0.7 0.3
H -6.13382 3.95850 -1.42355 0.4 -0.1 -0.1
H -3.72851 4.04837 -2.79571 -0.1 0.1 0.0
N 6.27715 -2.93160 3.41409 1.5 -1.7 -1.0
C 4.95318 -2.98452 3.70911 0.2 2.0 0.3
C 4.54956 -4.27398 3.88339 -0.6 0.7 -0.1
C 5.66050 -5.03996 3.58425 2.4 -1.1 -0.7
C 6.77037 -4.23335 3.24315 -2.6 -0.1 1.2
H 6.83986 -2.12309 3.19099 -0.5 0.1 0.1
H 4.49457 -2.00915 3.77794 -0.5 -0.3 0.2
H 3.56149 -4.61371 4.15668 0.1 0.1 0.0
H 5.67898 -6.11959 3.60593 0.1 0.0 0.0
H 7.77532 -4.52676 2.97785 -0.1 0.4 0.1
N -0.23826 -0.62225 1.07811 0.3 0.3 -0.2
C -0.17494 -1.93854 0.64436 -0.3 0.5 2.5
C -0.59575 -1.97477 -0.62471 0.4 -0.8 -1.3
C -0.77724 -0.67149 -1.06620 -0.2 2.6 0.7
C -0.56808 0.22128 0.04177 -0.4 -2.6 -1.5
H -0.12271 -0.27453 2.01931 0.2 -0.4 -0.1
H 0.07401 -2.74048 1.32357 0.0 0.2 0.0
H -0.67780 -2.86501 -1.23064 0.0 0.1 0.0
H -1.00203 -0.43966 -2.09679 -0.1 0.4 0.2
H -0.66947 1.28396 0.20560 0.1 -0.1 -0.2
N 2.57829 -4.91548 -6.38326 0.0 -0.2 1.0
C 1.57411 -4.02816 -6.02528 1.2 -0.8 -1.3
C 0.50351 -4.83464 -5.81515 -2.9 2.7 1.2
C 0.78313 -6.18367 -5.89029 0.3 -0.1 0.3
C 2.10558 -6.18683 -6.16298 1.9 -1.3 -1.1
H 3.51459 -4.66906 -6.67087 -0.2 -0.2 0.3
H 1.77091 -2.96843 -6.09333 -0.5 -0.1 0.1
H -0.44351 -4.41607 -5.50800 -0.2 -0.1 -0.1
H 0.10075 -6.99650 -5.69009 0.3 0.0 -0.1
H 2.76756 -7.03819 -6.22099 0.1 0.1 -0.3
```
Forces are in eV/Å.

Computed properties:
E_HOMO = -8.12 eV
Charge = 0
Relative energy (zero: lowest compared OMol25 entry of this formula, charge and spin) = 90.06 kcal/mol
DFT total energy = -120416.5547 eV
LUMO = 0.0037 Ha
Frontier orbital gap = 8.22 eV